ORCA calculation (ωB97M-V/def2-TZVPD) on a cluster of 6 separate species, C6H23N10O6 in total in a non-equilibrium geometry.

```
45
Properties=species:S:1:pos:R:3:forces:R:3
C -19.0327 15.3689 -11.8710 -0.6 -0.8 0.7
O -19.5339 15.8266 -10.6892 -0.2 0.2 -0.4
H -18.9152 14.2415 -11.9103 -0.2 0.0 0.0
H -19.7596 15.5762 -12.6939 0.6 0.0 -0.6
H -18.0035 15.6725 -12.1600 -0.2 0.7 -0.1
C -21.7253 18.9351 -10.7179 0.4 0.5 0.2
O -21.3056 18.7942 -9.5799 -0.2 -0.1 -0.4
N -22.6268 19.9547 -10.9954 0.0 0.1 -0.1
N -21.2950 18.2300 -11.7989 0.2 -0.3 0.6
H -22.9271 20.4792 -10.1958 -0.1 -0.1 0.0
H -23.1931 19.9728 -11.8224 0.0 -0.1 0.0
H -20.5774 17.5271 -11.6047 0.0 -0.2 0.2
H -21.6103 18.4210 -12.7289 0.0 0.0 0.0
C -19.0065 11.7018 -10.5725 0.6 0.3 0.0
O -18.5498 12.0440 -9.4990 0.1 -0.2 0.1
N -18.2098 11.2864 -11.6407 -1.9 -0.2 0.6
N -20.3347 11.7600 -10.9032 0.0 -0.4 -0.2
H -18.6948 11.4850 -12.4980 1.0 -0.1 -0.5
H -17.2264 11.1840 -11.5190 0.1 0.3 -0.3
H -20.9934 12.1303 -10.2381 0.2 0.2 0.1
H -20.6972 11.0743 -11.5425 0.0 0.1 -0.1
C -22.9374 14.0896 -10.7515 -0.2 0.2 0.4
O -23.9305 13.3664 -10.6852 0.1 0.0 -0.3
N -22.6604 14.9431 -11.7851 0.2 0.1 -0.2
N -22.0122 14.1731 -9.7584 0.0 0.1 -0.5
H -23.1878 14.8944 -12.6351 -0.1 -0.2 0.1
H -21.7348 15.3521 -11.8342 0.0 0.0 0.2
H -21.2830 14.8763 -9.8821 0.7 -0.1 0.4
H -22.1974 13.6836 -8.9058 0.0 0.2 0.2
C -14.8648 14.2853 -11.4486 -0.8 0.7 0.8
O -14.9520 15.4154 -11.9150 0.5 -0.1 -0.1
N -13.6832 13.7990 -10.9614 0.6 -0.3 -0.1
N -15.9519 13.4788 -11.2884 0.7 -0.5 -0.2
H -12.8813 14.3997 -10.9232 -0.2 0.2 -0.3
H -13.5545 12.8995 -10.5369 -0.4 0.0 0.0
H -16.8748 13.8896 -11.2731 -0.1 0.1 -0.1
H -15.8020 12.6601 -10.7260 -0.4 0.1 0.2
C -16.2258 17.2863 -14.7845 -0.6 -0.3 -0.6
O -16.5976 17.6339 -15.9079 0.4 0.0 0.3
N -15.8748 18.1827 -13.8205 0.3 0.2 0.1
N -16.1792 15.9868 -14.3982 0.3 -0.2 0.3
H -15.7368 17.9219 -12.8610 0.0 -0.1 0.0
H -15.7781 19.1384 -14.1024 -0.2 0.0 0.1
H -15.7782 15.7000 -13.5051 -0.2 0.2 -0.3
H -16.4791 15.2889 -15.0505 -0.1 0.1 -0.1
```
Positions in Å, forces in eV/Å.

Values from the calculation:
* calculated total energy: -33786.7458 eV
* LUMO level: 2.472 eV
* HOMO level: -3.65 eV
* max |F|: 2.1 eV Å⁻¹
* charge: -1
* Kohn-Sham gap: 6.120 eV